{"formula": "C18H16F10N3PtS2", "method": "ωB97M-V/def2-TZVPD", "energy_ev": -75481.2808, "total_charge": 1, "gap_ev": 6.8071, "e_lumo_ev": -4.280, "e_homo_ha": -0.4074, "elements": ["F", "F", "C", "N", "F", "C", "C", "S", "F", "Pt", "F", "S", "H", "H", "C", "C", "H", "F", "N", "C", "C", "F", "C", "F", "H", "H", "C", "H", "C", "C", "H", "F", "C", "H", "N", "F", "C", "H", "H", "H", "H", "H", "H", "C", "C", "C", "H", "H", "C", "C"], "coordinates": [[3.27, -0.82, -5.03], [0.42, -1.35, -1.37], [-2.55, -3.18, 2.04], [-0.60, 0.20, 2.01], [-0.80, 6.90, -0.77], [2.81, -0.37, -3.87], [-3.88, 5.26, 0.13], [-2.10, 2.01, -1.52], [1.31, -2.19, -3.72], [-0.95, 1.15, 0.13], [-4.53, 3.02, -0.11], [1.30, 1.25, 0.13], [-2.01, -1.77, 4.40], [-0.99, -2.15, 0.41], [1.81, -1.06, -3.20], [-2.99, -0.71, 1.96], [0.14, -0.48, 1.86], [-5.05, 5.53, 0.71], [-1.93, -1.86, 0.04], [-2.93, 6.25, -0.03], [3.32, 0.78, -3.31], [-0.28, 4.40, -1.62], [-1.71, 5.95, -0.62], [3.35, 2.35, -1.59], [0.76, -2.69, 2.34], [-2.03, 0.37, 3.50], [-1.24, -2.95, 2.81], [-1.83, -0.85, -0.22], [-2.40, 3.65, -0.90], [1.82, 0.57, -1.41], [-0.19, 0.94, 2.57], [4.28, 1.45, -3.94], [1.35, -0.60, -1.99], [-2.14, -2.41, -0.80], [-0.11, -2.93, 1.85], [-3.18, 7.48, 0.38], [-2.93, -2.01, 1.15], [-3.25, 0.13, 1.31], [-0.33, -1.43, 4.07], [0.05, -3.86, 1.48], [-3.35, -3.31, 2.77], [-3.82, -0.82, 2.66], [-2.50, -4.11, 1.47], [-1.74, -0.40, 2.78], [2.83, 1.24, -2.10], [-3.61, 3.97, -0.30], [-3.90, -2.18, 0.68], [-1.13, -3.76, 3.53], [-1.30, -1.63, 3.59], [-1.46, 4.66, -1.06]]}

---

{"formula": "C18H16F3N3O3", "method": "ωB97M-V/def2-TZVPD", "energy_ev": -37691.3791, "gap_ev": 8.8955, "e_lumo_ev": 0.493, "smiles": "O=C(c1ccc2c(c1)OCO2)N1CCN(c2ccc(C(F)(F)F)cn2)CC1", "e_homo_ha": -0.3088, "elements": ["F", "C", "C", "O", "C", "H", "O", "C", "C", "H", "C", "N", "H", "H", "C", "C", "C", "H", "H", "H", "H", "C", "O", "C", "C", "F", "C", "C", "H", "N", "H", "H", "C", "F", "C", "H", "N", "C", "H", "C", "H", "H", "H"], "coordinates": [[6.84, 2.26, -0.68], [-3.84, -0.04, -0.54], [-0.21, -2.68, -0.37], [-2.55, -2.72, 1.04], [4.29, 1.16, -0.80], [-0.63, -3.48, 0.25], [-5.58, 2.81, 0.70], [6.54, 1.40, 0.30], [-0.65, -0.29, -0.80], [3.50, -1.98, 1.18], [5.24, 0.69, 0.09], [-1.13, -1.56, -0.27], [-0.15, -3.03, -1.40], [4.47, 2.06, -1.39], [0.70, -0.48, -1.48], [-2.25, -1.68, 0.48], [4.95, -0.46, 0.82], [1.10, -2.06, 1.22], [0.59, -1.09, -2.38], [1.12, 0.48, -1.76], [-4.05, 1.90, 2.85], [-3.17, 0.24, 1.77], [-5.47, 1.66, -1.30], [1.17, -2.28, 0.14], [2.83, -0.54, -0.31], [6.55, 2.12, 1.45], [-6.07, 2.75, -0.63], [3.74, -1.09, 0.62], [1.86, -3.11, 0.00], [1.64, -1.11, -0.57], [-0.55, 0.43, 0.02], [-5.83, 3.68, -1.15], [-4.71, 1.76, 0.83], [7.58, 0.55, 0.40], [-3.09, -0.44, 0.57], [-7.16, 2.61, -0.61], [3.13, 0.57, -1.00], [-3.98, 1.36, 1.92], [-1.37, 0.12, -1.52], [-4.64, 1.06, -0.38], [-2.60, -0.11, 2.62], [5.67, -0.86, 1.52], [-3.81, -0.59, -1.47]]}

---

{"formula": "C18H16F6N5O3S3SbV", "method": "ωB97M-V/def2-TZVPD", "energy_ev": -113560.8969, "gap_ev": [6.3455, 6.9186], "e_lumo_ev": [-1.849, -1.290], "multiplicity": 2, "e_homo_ha": [-0.3011, -0.3016], "elements": ["O", "H", "S", "F", "N", "H", "H", "C", "C", "F", "H", "C", "C", "H", "C", "H", "C", "C", "C", "H", "C", "C", "O", "H", "C", "H", "N", "F", "C", "N", "O", "C", "F", "H", "C", "H", "F", "Sb", "F", "H", "H", "C", "C", "S", "H", "N", "H", "H", "V", "N", "C", "S", "C"], "coordinates": [[0.75, -1.88, -1.30], [3.91, -1.92, 0.95], [2.07, 1.04, -2.09], [-0.33, -1.07, 4.76], [-1.56, 1.57, -0.76], [2.11, -6.31, 1.08], [-4.75, -0.03, -4.40], [-1.83, 0.08, -2.41], [-2.11, 3.90, 0.69], [-1.30, 0.42, 2.68], [0.09, 4.84, 3.70], [3.33, 1.20, -0.85], [1.09, -3.03, -0.68], [-3.22, 0.56, -5.08], [-1.60, 5.38, 2.49], [-1.82, 6.27, 3.07], [2.94, -1.83, 0.47], [-0.22, 3.44, 2.13], [2.52, -4.23, 0.85], [-3.00, -1.87, -5.12], [1.83, -5.39, 0.58], [-3.67, 0.00, -4.26], [0.37, 1.23, 0.41], [3.89, 3.02, -1.54], [2.15, -3.02, 0.24], [-0.40, -4.17, -1.68], [-1.06, 0.46, -1.45], [-1.86, -2.19, 2.78], [-1.02, 3.09, 1.03], [4.18, 2.24, -0.99], [0.84, 2.75, 2.58], [-3.09, -1.39, -4.15], [1.30, -0.15, 2.76], [0.92, 1.89, 2.13], [0.41, -4.21, -0.97], [0.24, -6.29, -0.55], [0.74, -2.73, 2.88], [-0.30, -1.16, 2.90], [-0.23, -1.23, 0.91], [-2.71, 3.62, -0.16], [-3.25, 5.66, 1.12], [-0.53, 4.60, 2.85], [-2.40, 5.04, 1.40], [-3.35, 0.88, -2.70], [4.81, 2.41, -0.22], [2.59, -0.67, 0.06], [3.33, -4.22, 1.56], [-3.68, -2.02, -3.49], [0.76, -0.22, -0.70], [3.51, 0.36, 0.12], [-0.75, 1.91, 0.20], [-1.41, -1.24, -3.47], [0.78, -5.37, -0.33]]}

---

{"formula": "C18H16FeN11O", "method": "ωB97M-V/def2-TZVPD", "energy_ev": -71754.1604, "total_charge": -1, "gap_ev": [7.4327, 7.4698], "e_lumo_ev": [2.752, 2.749], "multiplicity": 5, "e_homo_ha": [-0.1720, -0.1735], "elements": ["N", "N", "C", "N", "N", "N", "C", "C", "C", "C", "H", "N", "C", "O", "H", "N", "C", "C", "H", "C", "H", "N", "N", "H", "H", "C", "H", "H", "C", "H", "N", "C", "H", "H", "H", "C", "C", "C", "H", "H", "C", "C", "H", "N", "Fe", "H", "C"], "coordinates": [[-1.78, 1.61, -1.88], [-0.08, 1.86, 0.74], [-2.19, 0.07, 2.66], [1.08, 3.71, 0.63], [-0.12, -1.08, -3.29], [-1.29, 0.91, -3.87], [-2.68, -3.33, 0.05], [4.77, 1.55, 0.01], [1.14, 2.35, 0.63], [-1.55, -2.16, 1.98], [-0.55, 5.12, 0.73], [-1.07, 0.46, -1.73], [2.39, 1.61, 0.49], [1.27, -0.42, 0.94], [-0.91, -3.02, 2.09], [-1.90, 1.87, -3.13], [-0.94, 2.93, 0.78], [-3.27, -0.98, 0.78], [-1.75, -3.89, -0.04], [-2.50, -2.14, 0.95], [-2.06, 0.92, 3.31], [-0.09, -2.00, -1.09], [0.86, -3.16, -2.70], [3.50, -1.59, 0.40], [-2.01, 2.79, 0.83], [-1.40, -1.07, 2.83], [0.04, -1.27, -4.27], [-3.72, 0.99, 1.48], [0.22, -2.05, -2.38], [-2.98, -3.02, -0.95], [0.95, -3.83, -1.53], [3.60, 2.26, 0.21], [5.69, 2.07, -0.21], [-3.46, -3.98, 0.45], [1.86, 4.33, 0.53], [4.73, 0.15, 0.08], [2.35, 0.20, 0.60], [3.55, -0.50, 0.36], [-0.64, -1.09, 3.60], [3.64, 3.34, 0.13], [-3.12, 0.11, 1.64], [-0.25, 4.09, 0.72], [5.63, -0.42, -0.12], [0.40, -3.16, -0.58], [-0.55, -0.32, 0.15], [-3.99, -0.94, -0.03], [-0.81, 0.07, -2.97]]}

---

Listing molecular weight for the structures above in their given order: 723.539, 379.338, 733.251, 458.247 g/mol.
Listing energy relative to the best compared isomer or geometry (same formula, charge and spin) for the structures above in their given order: 0.827, 0.000, 0.000, 0.655 eV.